Density functional theory data (ωB97M-V with the def2-TZVPD basis set) for C41H33ClN3OP2V as an isolated structure.

```
82
Properties=species:S:1:pos:R:3:forces:R:3:lowdin_spin:R:1
V -0.3727 0.0104 0.6945 -0.3 -0.2 0.5 1.97
Cl 3.9856 -4.5350 4.0450 0.0 0.0 0.0 0.00
C 2.7978 -3.3979 3.5347 -0.1 0.0 0.1 -0.01
C 1.5785 -3.3099 4.2157 0.1 0.0 0.0 0.01
C 0.6210 -2.4091 3.8121 -0.2 0.1 0.0 -0.01
C 0.8268 -1.5812 2.7077 0.5 -0.4 0.1 0.02
O -0.1341 -0.7390 2.3392 -0.2 0.3 -0.4 -0.01
C 2.0718 -1.6488 2.0347 -0.1 -0.1 0.2 0.00
C 2.4476 -0.7144 1.0175 0.0 0.0 -0.1 0.03
N 1.6179 0.0797 0.4253 -0.1 -0.2 0.1 -0.01
C 2.0216 1.1424 -0.4062 0.2 0.2 -0.2 0.01
C 3.1470 1.1945 -1.1827 0.0 -0.1 0.1 0.00
C 3.4429 2.3610 -1.9146 0.0 0.1 -0.1 0.00
C 2.6229 3.4538 -1.8587 0.1 0.0 0.0 0.00
C 1.4352 3.4120 -1.0930 -0.1 0.0 0.1 0.00
C 0.5213 4.4845 -0.9900 0.0 0.0 0.0 0.00
C -0.6232 4.3378 -0.2516 0.0 0.1 0.0 0.00
C -0.8874 3.1084 0.3627 0.0 -0.1 0.0 0.01
N -0.0491 2.0870 0.3123 0.0 -0.1 -0.3 0.01
C 1.1246 2.2361 -0.3864 0.0 0.1 -0.1 0.00
C 3.0486 -2.5614 2.4809 0.1 0.1 -0.1 0.01
H 1.4014 -3.9516 5.0683 0.0 0.0 0.0 0.00
H -0.3201 -2.3286 4.3402 0.0 0.0 0.0 0.00
H 3.5097 -0.6446 0.7872 0.0 0.1 0.0 0.00
H 3.8117 0.3416 -1.2423 0.0 0.0 0.0 0.00
H 4.3394 2.3879 -2.5184 0.0 0.0 0.0 0.00
H 2.8665 4.3565 -2.4035 0.0 0.0 0.0 0.00
H 0.7363 5.4153 -1.5002 0.0 0.0 0.0 0.00
H -1.3371 5.1422 -0.1506 0.0 0.0 0.0 0.00
H -1.8127 2.9547 0.9055 0.0 0.0 0.0 0.00
H 4.0114 -2.5995 1.9860 0.0 0.0 0.0 0.00
C -2.7399 -2.6985 -2.1865 0.0 0.0 0.0 0.00
N -1.9916 -1.8189 -1.2821 0.1 0.1 0.0 0.01
P -2.4110 -0.2352 -0.8583 0.0 0.0 -0.1 0.00
C -4.0103 -0.3153 -0.0319 0.1 0.0 0.1 0.00
C -4.4144 -1.5012 0.5810 0.0 0.0 0.0 0.00
C -5.5912 -1.5330 1.3133 0.0 0.0 0.0 0.00
C -6.3566 -0.3834 1.4513 0.0 0.0 0.0 0.00
C -5.9508 0.8019 0.8513 0.0 0.0 0.0 0.00
C -4.7805 0.8406 0.1106 0.0 0.0 0.0 0.00
C -2.6575 0.7356 -2.3536 0.0 -0.1 0.0 0.00
C -3.8760 0.7265 -3.0338 0.0 0.0 0.0 0.00
C -4.0024 1.4159 -4.2293 0.0 0.0 0.0 0.00
C -2.9197 2.1173 -4.7469 0.0 0.0 0.0 0.00
C -1.7054 2.1281 -4.0740 0.0 0.0 0.0 0.00
C -1.5725 1.4384 -2.8792 0.0 0.0 0.0 0.00
P -0.5062 -2.1753 -0.5594 0.0 0.2 0.1 -0.01
C -0.6449 -3.8051 0.1873 0.1 0.1 0.0 0.00
C -1.2423 -3.8900 1.4468 0.0 0.0 0.0 0.00
C -1.4397 -5.1276 2.0353 0.0 0.0 0.0 0.00
C -1.0342 -6.2809 1.3758 0.0 0.0 0.0 0.00
C -0.4365 -6.2009 0.1253 0.0 0.0 0.0 0.00
C -0.2408 -4.9654 -0.4739 -0.1 0.0 0.0 0.00
C 0.7736 -2.2493 -1.8262 0.0 0.0 0.0 0.00
C 0.6027 -1.5625 -3.0263 0.0 0.0 0.0 0.00
C 1.6466 -1.4871 -3.9389 0.0 0.0 0.0 0.00
C 2.8656 -2.0828 -3.6500 0.0 0.0 0.0 0.00
C 3.0450 -2.7591 -2.4485 0.0 0.0 0.0 0.00
C 2.0048 -2.8433 -1.5359 0.0 0.0 0.0 0.00
H -3.8009 -2.4575 -2.1305 0.0 0.0 0.0 0.00
H -2.6081 -3.7343 -1.8728 0.0 0.0 0.0 0.00
H -2.4037 -2.5931 -3.2186 0.0 0.0 0.0 0.00
H -3.8236 -2.4026 0.4684 0.0 0.0 0.0 0.00
H -5.9144 -2.4571 1.7732 0.0 0.0 0.0 0.00
H -7.2741 -0.4110 2.0232 0.0 0.0 0.0 0.00
H -6.5519 1.6952 0.9540 0.0 0.0 0.0 0.00
H -4.4760 1.7634 -0.3696 0.0 0.0 0.0 0.00
H -4.7243 0.1882 -2.6291 0.0 0.0 0.0 0.00
H -4.9459 1.4075 -4.7576 0.0 0.0 0.0 0.00
H -3.0251 2.6572 -5.6782 0.0 0.0 0.0 0.00
H -0.8645 2.6749 -4.4804 0.0 0.0 0.0 0.00
H -0.6197 1.4391 -2.3594 0.0 0.0 0.0 0.00
H -1.5430 -2.9870 1.9661 0.0 0.0 0.0 0.00
H -1.9037 -5.1965 3.0102 0.0 0.0 0.0 0.00
H -1.1841 -7.2471 1.8385 0.0 0.0 0.0 0.00
H -0.1272 -7.1014 -0.3873 0.0 0.0 0.0 0.00
H 0.2132 -4.9075 -1.4546 0.0 0.0 0.0 0.00
H -0.3459 -1.0949 -3.2563 -0.1 0.0 0.0 0.00
H 1.5022 -0.9714 -4.8790 0.0 0.0 0.0 0.00
H 3.6744 -2.0325 -4.3666 0.0 0.0 0.0 0.00
H 3.9917 -3.2366 -2.2317 0.0 0.0 0.0 0.00
H 2.1435 -3.3822 -0.6050 0.0 0.0 0.0 0.00
```
Forces are in eV/Å.

Calculated values
total charge = +2
ΔE to the lowest compared entry with this formula, charge and spin = 7.3 kJ/mol
spin multiplicity = 3



Density functional theory data (ωB97M-V with the def2-TZVPD basis set) for C41H34BF3O4S as an isolated structure.

```
84
Properties=species:S:1:pos:R:3:forces:R:3:lowdin_charge:R:1
C -1.5400 7.3631 2.2253 0.6 -0.2 -0.4 -0.07
O -0.3919 6.8644 1.5182 -0.4 0.1 0.2 -0.09
C -0.1999 5.5174 1.5317 -0.3 -0.7 0.2 -0.27
C 0.8802 5.0212 0.7561 -1.1 -0.1 0.8 0.01
C 1.1269 3.6583 0.7540 -0.4 0.1 0.6 -0.02
C 0.3479 2.7748 1.5372 -0.6 0.3 0.0 -0.18
C 0.5328 1.3110 1.4045 -0.2 -0.1 -0.6 -0.11
C 0.7645 0.8848 0.1493 0.6 1.7 1.3 -0.04
C 1.2563 -0.4047 -0.2286 1.3 -1.1 -0.1 -0.12
C 2.7392 -0.3674 -0.7134 0.2 0.5 -0.1 -0.13
C 3.5741 -1.4638 -0.4761 -0.3 0.0 -0.1 -0.01
C 4.9101 -1.4097 -0.8513 -0.1 -0.2 0.2 -0.07
C 5.4285 -0.2900 -1.4924 -0.2 0.0 0.5 -0.08
C 4.5730 0.7490 -1.8157 -0.3 0.5 -0.1 -0.07
C 3.2225 0.7157 -1.4697 0.1 -0.5 0.1 -0.01
C 0.3359 0.4031 2.5592 0.3 0.4 1.2 -0.13
C 0.3799 0.8950 3.8977 0.1 0.0 -0.1 -0.01
C 0.0069 0.0989 4.9772 -0.3 -0.4 -0.4 0.01
C -0.3643 -1.2501 4.7429 0.0 0.7 -0.1 -0.27
O -1.0787 -1.8749 5.7188 0.3 -0.9 -0.4 -0.08
C -1.5957 -3.1802 5.3584 0.2 0.5 0.2 -0.06
C -0.0998 -1.8197 3.4896 -0.7 0.4 1.1 -0.01
C 0.1092 -0.9658 2.4337 0.2 0.3 -0.4 -0.05
C -0.7390 3.2744 2.2706 0.2 0.3 -0.4 -0.04
C -1.0367 4.6368 2.2705 0.6 0.4 -0.4 -0.01
H -1.4691 8.4406 2.1317 -0.1 0.1 0.1 0.09
H -2.4612 7.0007 1.7621 0.0 0.0 0.0 0.10
H -1.5113 7.0713 3.2783 0.0 0.1 -0.1 0.09
H 1.4605 5.7170 0.1684 0.1 0.0 0.0 0.11
H 1.9191 3.2663 0.1282 0.1 0.0 0.2 0.11
H 0.8103 1.6490 -0.6298 -0.2 -0.3 0.2 0.12
H 1.1951 -1.2160 0.5050 0.3 0.6 -0.6 0.13
H 3.1351 -2.3928 -0.0712 0.4 0.7 0.0 0.14
H 5.5414 -2.2544 -0.5975 0.1 0.1 -0.2 0.10
H 6.4879 -0.2167 -1.6844 0.1 0.0 -0.2 0.10
H 4.9383 1.6339 -2.3300 0.1 -0.2 -0.1 0.11
H 2.5296 1.4731 -1.8649 0.5 -0.2 0.5 0.13
H 0.6715 1.9416 4.0902 -0.3 -0.7 -0.2 0.12
H -0.0910 0.5134 5.9852 0.0 -0.2 -0.4 0.12
H -2.1392 -3.5166 6.2424 0.1 0.0 -0.2 0.09
H -2.2820 -3.1091 4.4923 0.3 0.1 0.4 0.09
H -0.7730 -3.8793 5.1221 -0.4 0.2 0.2 0.09
H -0.2224 -2.8775 3.3331 -0.2 -0.1 -0.2 0.10
H -0.0205 -1.3970 1.4600 0.1 0.0 0.3 0.07
H -1.4112 2.5827 2.7781 0.3 0.2 0.0 0.10
H -1.9120 4.9958 2.8236 0.5 -0.1 -0.3 0.10
C -3.4281 -2.7103 -5.5672 -0.5 0.5 -0.8 -0.13
C -2.7063 -2.5915 -4.2937 0.5 -1.3 1.5 -0.58
C -2.3100 -3.6108 -3.4148 0.2 1.8 -1.1 -0.09
C -1.7668 -3.0717 -2.2282 -0.7 -0.1 -0.4 -0.11
C -1.9881 -1.7105 -2.0856 1.9 -2.6 -3.1 -0.49
B 0.8605 -0.8725 -1.5837 -2.5 -0.2 -0.4 -0.73
C -1.7091 -1.0711 -0.8889 -0.3 1.4 2.0 -0.25
C -1.9344 0.3232 -0.7575 0.4 -0.8 -0.5 -0.03
C -2.6533 0.7324 0.3253 0.5 0.0 1.0 0.01
C -3.0146 -0.2225 1.2846 -1.2 1.3 0.3 -0.11
C -3.7594 0.1915 2.5097 0.0 0.1 1.1 -0.51
F -3.6913 -0.8118 3.4433 -0.5 0.7 -0.3 0.09
F -3.2112 1.2893 3.1304 -0.5 -0.6 -0.6 0.10
F -5.0711 0.4841 2.3234 0.6 -0.2 0.1 0.13
C -2.6838 -1.5608 1.1956 0.4 0.3 0.6 -0.01
C -1.7877 -1.9282 0.2469 -0.8 -0.2 -0.7 -0.03
O 0.9049 -2.2305 -1.8203 0.5 -0.6 -0.5 0.18
C 1.5689 -2.1482 -3.0185 0.1 0.8 -0.9 -0.18
C 1.3596 -0.8551 -3.5965 0.6 -1.5 0.7 -0.19
C 2.2179 -0.3692 -4.5354 0.1 0.1 -0.8 0.00
C 3.3415 -1.1581 -4.7975 0.3 -0.3 -0.5 -0.08
C 3.5427 -2.4068 -4.2256 -0.1 -1.3 0.0 -0.08
C 2.5963 -2.9857 -3.3717 -0.6 0.1 0.3 0.00
O 0.5698 -0.1067 -2.7554 0.5 -0.1 0.9 0.16
S -2.4767 -1.0246 -3.6091 -0.4 -0.6 0.8 1.13
H -3.8389 -3.7070 -5.7437 0.2 0.1 0.1 0.08
H -4.2706 -2.0035 -5.5057 0.1 -0.3 -0.5 0.07
H -2.8026 -2.4347 -6.4282 -0.2 -0.1 0.1 0.08
H -2.3865 -4.6610 -3.6417 0.0 -0.1 -0.1 0.11
H -1.1972 -3.6603 -1.5071 -0.6 0.1 -0.2 0.12
H -1.5332 1.0239 -1.5096 -0.8 -0.5 0.1 0.14
H -2.8680 1.7870 0.4058 -0.2 0.1 0.5 0.13
H -3.1532 -2.3037 1.8308 0.6 0.2 0.4 0.13
H -1.4184 -2.9539 0.2979 -0.3 0.3 -0.7 0.13
H 2.0290 0.5868 -5.0319 0.3 -0.2 0.4 0.13
H 4.1007 -0.8041 -5.4765 0.0 0.2 -0.1 0.10
H 4.4145 -3.0394 -4.4099 0.0 0.6 -0.3 0.11
H 2.6165 -3.9715 -2.8604 0.6 0.8 -0.5 0.14
```
Forces are in eV/Å.

Calculated values
total charge = 0
ΔE to the lowest compared entry with this formula, charge and spin = 0.0 kJ/mol



no.,total energy (eV),largest force on an atom (hartree/bohr)
1,-106348.685,0.0127
2,-70920.750,0.0867